{
  "formula": "C23H54F3N4O5S",
  "method": "ωB97M-V with the def2-TZVPD basis set",
  "charge": 1,
  "mol_weight_g_mol": 555.77,
  "orbital_gap_ev": 7.59,
  "homo_energy_ha": -0.38606,
  "spin_multiplicity": 1,
  "elements": ["C", "C", "O", "C", "C", "C", "C", "C", "C", "C", "O", "C", "F", "F", "F", "N", "C", "S", "H", "H", "H", "H", "H", "H", "H", "H", "H", "H", "H", "H", "H", "H", "H", "H", "H", "H", "H", "H", "H", "C", "C", "C", "O", "C", "N", "H", "H", "H", "H", "H", "H", "H", "H", "H", "H", "H", "C", "C", "C", "O", "C", "N", "H", "H", "H", "H", "H", "H", "H", "H", "H", "H", "H", "C", "C", "C", "O", "C", "N", "H", "H", "H", "H", "H", "H", "H", "H", "H", "H", "H"],
  "xyz": [[-8.231005, 5.340341, -1.480716], [-8.675786, 4.400054, -2.605515], [-7.701430, 4.272762, -3.635296], [-6.642666, 3.394290, -3.330284], [-5.346236, 3.951571, -3.936237], [-4.229451, 4.104490, -2.916357], [-3.764659, 2.852152, -2.174219], [-2.563651, 3.389558, -1.409792], [-1.664626, 2.423848, -0.657298], [-2.083008, 2.073338, 0.775946], [-3.098732, 1.106227, 0.842731], [-2.455626, 3.278756, 1.628929], [-3.703553, 3.716077, 1.305345], [-1.618026, 4.304207, 1.398446], [-2.450655, 3.010348, 2.924900], [-1.826062, 4.060384, -2.558343], [-2.909960, 4.615460, -3.515940], [-2.742362, 6.398966, -3.696271], [-8.043085, 4.811444, -0.545705], [-8.972334, 6.113331, -1.285149], [-7.300865, 5.832769, -1.775814], [-8.917373, 3.407477, -2.208701], [-9.572255, 4.768017, -3.099969], [-6.543338, 3.286682, -2.241526], [-6.857918, 2.399846, -3.737720], [-5.008498, 3.347791, -4.783702], [-5.599531, 4.937158, -4.332270], [-4.536142, 4.851598, -2.172666], [-3.373293, 2.151634, -2.925989], [-4.507816, 2.338209, -1.570489], [-2.884793, 4.225401, -0.788093], [-0.637465, 2.797890, -0.632270], [-1.634803, 1.467724, -1.188355], [-1.202909, 1.632994, 1.250579], [-3.967784, 1.520267, 0.763154], [-1.240664, 3.373533, -3.037016], [-1.216330, 4.816341, -2.239467], [-2.697276, 4.190972, -4.496615], [-3.795372, 6.712144, -2.930413], [2.152613, -2.678397, 1.636837], [0.911192, -1.800100, 1.750688], [0.584402, -1.047819, 0.457864], [1.413506, 0.067941, 0.174786], [2.695133, -0.242327, -0.356513], [1.056502, -0.909755, 2.904757], [3.065946, -2.087902, 1.722188], [2.164486, -3.406314, 2.449136], [2.167602, -3.226452, 0.693174], [0.055375, -2.454551, 1.945049], [-0.422391, -0.623991, 0.550567], [0.574584, -1.744096, -0.391507], [2.641285, -1.113592, -1.016823], [3.429928, -0.432431, 0.428096], [3.020927, 0.622305, -0.934394], [0.185338, -0.428971, 3.106984], [1.719338, -0.184351, 2.646312], [6.480425, -0.749218, 5.316321], [5.378056, 0.151464, 4.769273], [4.477870, -0.516663, 3.727048], [5.057965, -0.684367, 2.443002], [5.904077, -1.810006, 2.302607], [5.974026, 1.401263, 4.294466], [7.314216, -0.824483, 4.617354], [6.874053, -0.332624, 6.242281], [6.110347, -1.755321, 5.521064], [4.715946, 0.407936, 5.602996], [3.616981, 0.133955, 3.560509], [4.095158, -1.477976, 4.092997], [5.522752, -2.661986, 2.875126], [6.927224, -1.600831, 2.621601], [5.918174, -2.075104, 1.245421], [5.246021, 2.070392, 4.066907], [6.459351, 1.218581, 3.420886], [2.586340, -6.432962, 0.570565], [1.762592, -6.314771, -0.707246], [2.058900, -7.392311, -1.754655], [3.282033, -7.226557, -2.441932], [4.429529, -7.721362, -1.778844], [1.906664, -4.957567, -1.246597], [3.598066, -6.051018, 0.427429], [2.128765, -5.845300, 1.365780], [2.655368, -7.468857, 0.905825], [0.709507, -6.444131, -0.435508], [1.286609, -7.337198, -2.526246], [2.008932, -8.392493, -1.303881], [4.203214, -8.644021, -1.234830], [4.850719, -6.995345, -1.079108], [5.174362, -7.938342, -2.542762], [1.258084, -4.829308, -2.017512], [2.829243, -4.888716, -1.669374]],
  "atomic_forces_ev_per_a": [[0.171, -0.088, 0.002], [-0.159, -0.194, 0.026], [0.081, 0.087, -0.015], [0.017, 0.013, 0.029], [-0.009, 0.022, -0.115], [-0.034, 0.106, 0.000], [0.369, 0.044, -0.339], [-0.111, 0.093, 0.011], [0.079, -0.107, -0.182], [0.116, -0.175, 0.128], [-0.101, 0.008, -0.099], [-0.017, 0.113, -0.123], [-0.013, -0.041, 0.038], [0.074, 0.053, 0.039], [-0.004, -0.013, -0.048], [-0.039, 0.009, 0.049], [0.159, 0.298, -0.031], [-0.072, -0.060, -0.067], [-0.025, 0.015, 0.001], [0.018, -0.016, 0.004], [-0.089, 0.079, -0.008], [-0.036, 0.030, -0.030], [0.049, 0.065, -0.018], [0.028, 0.048, -0.030], [-0.016, 0.001, 0.071], [0.000, -0.047, 0.072], [0.061, -0.028, -0.066], [-0.137, -0.156, 0.044], [-0.251, -0.261, 0.175], [-0.012, 0.160, 0.071], [0.071, -0.065, 0.091], [-0.051, 0.085, 0.081], [0.077, 0.024, 0.003], [-0.036, -0.039, 0.006], [0.076, -0.015, 0.055], [-0.015, 0.005, 0.001], [-0.050, -0.002, 0.008], [-0.071, -0.178, 0.086], [0.041, 0.049, 0.099], [0.045, -0.104, 0.043], [0.139, -0.016, 0.083], [-0.206, 0.053, -0.046], [-0.050, 0.052, -0.005], [0.011, 0.005, -0.013], [-0.061, 0.107, -0.134], [-0.029, 0.029, -0.027], [-0.005, 0.042, 0.036], [-0.013, -0.006, 0.004], [-0.027, 0.022, -0.048], [-0.011, -0.049, 0.016], [0.071, -0.001, 0.004], [0.005, -0.002, 0.000], [-0.009, -0.006, 0.002], [0.001, -0.001, -0.002], [-0.034, -0.081, 0.006], [0.018, -0.007, 0.091], [0.008, -0.010, 0.016], [0.098, 0.022, 0.008], [-0.059, 0.034, -0.031], [0.058, 0.017, -0.001], [-0.042, -0.030, -0.034], [-0.089, -0.020, -0.069], [-0.018, -0.010, -0.011], [0.015, 0.018, -0.017], [-0.002, 0.003, 0.002], [-0.020, -0.029, -0.005], [0.011, 0.014, 0.026], [0.018, 0.008, 0.028], [0.006, -0.008, -0.006], [-0.013, -0.007, 0.018], [0.003, 0.000, 0.000], [0.011, 0.015, 0.043], [0.038, 0.003, 0.033], [0.000, 0.005, 0.016], [-0.002, 0.051, 0.051], [-0.036, -0.030, -0.039], [0.036, 0.075, 0.047], [0.002, -0.055, -0.049], [-0.023, 0.013, -0.111], [0.001, -0.019, -0.017], [0.012, 0.018, -0.010], [-0.001, 0.001, -0.001], [-0.001, -0.026, -0.012], [0.015, -0.014, -0.010], [0.006, 0.021, 0.030], [0.010, -0.002, 0.002], [-0.016, -0.012, 0.014], [0.001, 0.003, 0.003], [-0.019, -0.012, 0.022], [0.006, 0.008, 0.033]]
}



{
  "formula": "C5H13Cl3O3P",
  "method": "ωB97M-V with the def2-TZVPD basis set",
  "charge": -1,
  "mol_weight_g_mol": 258.49,
  "orbital_gap_ev": 6.78,
  "homo_energy_ha": -0.15598,
  "spin_multiplicity": 1,
  "elements": ["C", "C", "O", "P", "O", "C", "C", "O", "H", "H", "H", "H", "H", "H", "H", "H", "H", "H", "H", "H", "C", "Cl", "Cl", "Cl", "H"],
  "xyz": [[2.698797, -1.052511, 0.632519], [1.563746, -0.127636, 0.188733], [0.447286, -0.775110, -0.321840], [-0.669759, -1.499496, 0.802198], [-1.639767, -0.022104, 0.768721], [-2.950291, -0.311024, 0.424783], [-2.931474, -1.613313, -0.433859], [-1.611218, -2.029763, -0.561039], [3.154116, -1.541246, -0.232051], [2.332411, -1.826428, 1.303950], [3.471293, -0.478942, 1.153148], [1.288753, 0.534126, 1.027071], [1.951225, 0.523029, -0.608376], [-1.646431, -2.077393, 1.717774], [0.075344, -0.958619, 1.908863], [0.071769, -2.724035, 0.794814], [-3.577134, -0.462749, 1.319042], [-3.378695, 0.528706, -0.136612], [-3.548959, -2.383521, 0.054188], [-3.345511, -1.452923, -1.435757], [1.593888, 3.931900, -1.762914], [1.753907, 5.664825, -1.403090], [3.188640, 3.180435, -1.871002], [0.580742, 3.122965, -0.593708], [1.127322, 3.850827, -2.735555]],
  "atomic_forces_ev_per_a": [[-0.040, -0.026, -0.046], [0.024, 0.179, -0.063], [0.223, -0.179, -0.168], [-0.202, 0.191, -0.057], [0.042, 0.053, 0.154], [0.019, -0.041, -0.071], [-0.042, -0.040, -0.024], [0.106, -0.039, 0.194], [-0.030, -0.046, 0.000], [-0.046, -0.007, 0.060], [0.044, 0.014, -0.019], [0.026, -0.063, 0.018], [-0.013, 0.017, 0.077], [0.003, -0.023, 0.016], [-0.010, 0.007, 0.033], [0.022, -0.056, -0.065], [-0.022, -0.008, -0.022], [-0.005, 0.009, -0.018], [0.001, -0.023, -0.005], [-0.037, 0.085, -0.004], [-0.082, -0.018, 0.005], [0.003, 0.023, -0.004], [0.041, -0.003, 0.001], [-0.046, -0.006, 0.014], [0.019, 0.001, -0.007]]
}



For each record above, in turn, the calculated energy values are -2201.4580; -2145.9536 Eh.